No. 1
{
  "formula": "C15H24INO",
  "method": "wB97M-V/def2-TZVPD",
  "fmax_ev_per_a": 0.30,
  "gap_ha": 0.3595,
  "lumo_energy_ev": 0.6,
  "de_lowest_kcal_mol": 0.0,
  "smiles": "[H]/N=C/C[C@@H]1O[C@@H](C#C)C[C@]1(C[C@@H](C)I)[C@H](C)CC",
  "total_charge": 0,
  "homo_energy_ev": -9.2,
  "symbols": ["H", "N", "C", "C", "C", "O", "C", "C", "C", "C", "C", "C", "C", "C", "I", "C", "C", "C", "C", "H", "H", "H", "H", "H", "H", "H", "H", "H", "H", "H", "H", "H", "H", "H", "H", "H", "H", "H", "H", "H", "H", "H"],
  "positions_angstrom": [[-4.1070, -1.5056, 2.3013], [-3.7250, -1.3799, 1.3653], [-3.0171, -0.3359, 1.2952], [-2.3564, 0.0700, 0.0121], [-0.9517, -0.5467, -0.2550], [-0.7713, -1.7795, 0.4484], [-0.1897, -1.4844, 1.7207], [0.6532, -2.6050, 2.1485], [1.3208, -3.5271, 2.5253], [0.5145, -0.1192, 1.5604], [0.3432, 0.2579, 0.0795], [1.4518, -0.2985, -0.8776], [2.3096, -1.5248, -0.5779], [2.8830, -2.1255, -1.8489], [3.9940, -1.0189, 0.6695], [0.3849, 1.8085, -0.0783], [-0.4210, 2.6537, 0.9360], [0.1647, 2.3083, -1.5115], [-1.2243, 2.1138, -2.1097], [-2.8755, 0.3326, 2.1537], [-3.0147, -0.2398, -0.7996], [-2.3085, 1.1504, -0.0219], [-0.9470, -0.8502, -1.3006], [-0.9812, -1.3894, 2.4706], [1.9194, -4.3292, 2.8756], [1.5367, -0.0997, 1.9199], [-0.0331, 0.5983, 2.1736], [2.1537, 0.5049, -1.1113], [0.9425, -0.5241, -1.8213], [1.7568, -2.2888, -0.0456], [3.6209, -1.4678, -2.3082], [2.0731, -2.3067, -2.5592], [3.3738, -3.0743, -1.6372], [1.4338, 2.0340, 0.1421], [-1.1484, 2.0889, 1.5059], [-0.9545, 3.4645, 0.4384], [0.2483, 3.1105, 1.6650], [0.3794, 3.3813, -1.5047], [0.9035, 1.8677, -2.1819], [-1.2523, 2.5458, -3.1107], [-1.4997, 1.0629, -2.1954], [-1.9942, 2.6257, -1.5281]],
  "forces_ev_per_angstrom": [[0.005, 0.019, 0.019], [-0.092, -0.006, -0.037], [0.020, 0.010, 0.056], [-0.001, -0.040, 0.124], [-0.071, -0.183, 0.060], [0.134, 0.234, 0.035], [0.078, -0.088, -0.032], [0.071, -0.070, -0.044], [-0.127, 0.250, -0.022], [-0.206, 0.040, 0.207], [0.053, -0.245, 0.053], [0.117, 0.227, -0.139], [-0.300, -0.019, -0.013], [0.037, -0.065, -0.045], [0.008, -0.019, 0.202], [-0.004, 0.002, 0.021], [0.058, -0.031, -0.100], [-0.060, 0.156, -0.075], [0.037, 0.137, -0.123], [0.086, -0.032, 0.059], [-0.001, -0.122, 0.037], [0.045, 0.136, -0.005], [0.020, 0.141, -0.037], [-0.072, -0.027, -0.022], [0.063, -0.094, 0.002], [0.167, -0.178, -0.105], [0.081, -0.035, -0.036], [-0.037, 0.048, -0.012], [0.110, 0.029, -0.013], [0.007, -0.027, 0.229], [-0.083, 0.061, -0.079], [0.009, -0.033, -0.031], [0.025, -0.003, 0.000], [0.003, -0.029, -0.057], [-0.216, -0.080, 0.030], [-0.013, -0.014, -0.020], [-0.015, 0.009, 0.015], [0.042, -0.008, -0.022], [0.004, -0.039, 0.002], [-0.002, -0.029, -0.031], [0.006, 0.079, -0.063], [0.011, -0.064, 0.008]]
}

No. 2
{
  "formula": "C15H24MgN7O4S",
  "method": "wB97M-V/def2-TZVPD",
  "fmax_ev_per_a": 0.41,
  "gap_ha": 0.2948,
  "lumo_energy_ev": -2.3,
  "de_lowest_kcal_mol": 2.4,
  "total_charge": 1,
  "homo_energy_ev": -10.4,
  "symbols": ["Mg", "N", "C", "C", "N", "C", "C", "N", "H", "H", "H", "H", "H", "H", "H", "H", "H", "H", "H", "H", "H", "C", "C", "N", "N", "C", "S", "N", "N", "H", "H", "H", "H", "H", "H", "O", "C", "O", "C", "C", "C", "C", "O", "C", "O", "C", "C", "H", "H", "H", "H", "H"],
  "positions_angstrom": [[-0.4523, 1.0266, 1.3841], [-2.2296, 1.9799, 2.1598], [-2.5757, 1.4176, 3.4777], [-2.4625, -0.1039, 3.4224], [-1.1849, -0.5461, 2.8391], [-0.1140, -0.8760, 3.7884], [0.6948, 0.3594, 4.1648], [1.1227, 1.0526, 2.9328], [-2.9635, 1.7943, 1.4804], [-2.1295, 2.9890, 2.1956], [-1.8803, 1.8312, 4.2084], [-3.5825, 1.6904, 3.7997], [-2.6147, -0.5197, 4.4225], [-3.2646, -0.4866, 2.7885], [-1.3539, -1.3444, 2.2398], [-0.4987, -1.3564, 4.6930], [0.5484, -1.5929, 3.2975], [0.0872, 1.0503, 4.7488], [1.5387, 0.0661, 4.7914], [1.4284, 1.9999, 3.1330], [1.9390, 0.5917, 2.5365], [-1.4949, 1.8823, -4.3056], [-0.5003, 2.2797, -3.2860], [0.7527, 2.5332, -3.4905], [1.2450, 2.8173, -2.2509], [0.3316, 2.7611, -1.2859], [0.6261, 3.0512, 0.3646], [-0.8034, 2.4296, -1.9426], [-2.0276, 2.1769, -1.3302], [-0.9921, 1.8024, -5.2654], [-2.2911, 2.6237, -4.3855], [-1.9278, 0.9199, -4.0350], [2.2194, 3.0358, -2.1271], [-2.2417, 1.1929, -1.5267], [-2.7204, 2.7986, -1.7311], [-1.3253, -0.4820, -2.1684], [-0.5884, -0.6995, -1.2035], [-0.7954, -0.1698, -0.0480], [0.5981, -1.5988, -1.3575], [1.4269, -1.8905, -0.2827], [2.5384, -2.7268, -0.4144], [2.7710, -3.2446, -1.6642], [3.7605, -4.0895, -2.0517], [3.6127, -4.2533, -3.4666], [2.3891, -3.6251, -3.8470], [1.9444, -2.9597, -2.7426], [0.8524, -2.1457, -2.6260], [1.1901, -1.4651, 0.6846], [3.1839, -2.9670, 0.4186], [3.5675, -5.3148, -3.7043], [4.4486, -3.7679, -3.9756], [0.1979, -1.9278, -3.4568]],
  "forces_ev_per_angstrom": [[-0.171, -0.050, -0.114], [0.024, 0.008, 0.011], [-0.005, -0.047, -0.003], [-0.022, 0.049, -0.010], [-0.007, -0.024, 0.015], [0.035, 0.030, 0.003], [-0.044, -0.047, 0.021], [0.038, 0.003, -0.066], [0.012, 0.016, -0.010], [-0.037, 0.006, 0.001], [-0.006, 0.010, 0.003], [0.005, 0.012, 0.008], [-0.004, -0.012, -0.004], [0.007, -0.009, 0.002], [0.003, 0.016, -0.020], [-0.002, -0.001, 0.000], [-0.009, -0.010, 0.006], [0.005, 0.008, -0.010], [0.003, 0.016, -0.001], [0.025, -0.013, 0.033], [0.001, 0.003, 0.003], [0.022, 0.024, -0.002], [0.005, 0.023, 0.012], [-0.023, -0.051, 0.018], [-0.071, 0.042, -0.061], [0.195, -0.084, 0.011], [-0.045, 0.054, -0.004], [-0.036, 0.010, -0.042], [0.010, 0.033, 0.082], [-0.012, -0.003, -0.005], [-0.003, 0.005, 0.000], [0.008, -0.011, -0.015], [-0.004, 0.016, 0.011], [0.005, 0.005, 0.001], [-0.014, -0.032, -0.044], [0.054, 0.011, 0.071], [-0.214, 0.093, -0.238], [0.249, -0.086, 0.318], [0.035, -0.031, 0.022], [-0.045, 0.028, -0.019], [0.022, -0.015, 0.004], [-0.011, 0.018, 0.008], [0.001, -0.009, 0.016], [0.025, -0.023, -0.045], [0.004, -0.005, 0.010], [-0.003, 0.007, -0.002], [-0.002, 0.000, -0.003], [0.021, -0.015, 0.000], [-0.001, 0.003, 0.006], [-0.013, 0.007, 0.013], [-0.009, 0.019, 0.015], [-0.004, 0.003, -0.003]]
}

No. 3
{
  "formula": "C15H24MnN4O5",
  "method": "wB97M-V/def2-TZVPD",
  "fmax_ev_per_a": 1.83,
  "gap_ha": [0.1812, 0.2017],
  "lumo_energy_ev": [-3.6, -3.8],
  "de_lowest_kcal_mol": 0.0,
  "total_charge": 1,
  "multiplicity": 5,
  "s2": 6.0977,
  "homo_energy_ev": [-8.5, -9.2],
  "symbols": ["O", "H", "Mn", "N", "N", "O", "O", "C", "C", "C", "C", "H", "H", "H", "H", "H", "H", "H", "H", "O", "H", "H", "C", "H", "H", "H", "O", "H", "H", "C", "C", "C", "C", "N", "C", "C", "C", "C", "C", "C", "N", "H", "H", "H", "H", "H", "H", "H", "H"],
  "positions_angstrom": [[-2.9433, 0.1425, -2.5708], [-3.4578, 0.5903, -3.2764], [-0.4840, -0.0964, 0.1508], [1.0427, 1.2968, 0.2248], [-1.2503, 1.7215, -0.5131], [2.2273, 1.1885, 0.9933], [-2.6086, 1.9280, -0.6784], [0.8119, 2.5883, -0.0618], [-0.5387, 2.8555, -0.4208], [1.8314, 3.6032, 0.2912], [-1.1055, 4.2278, -0.5060], [2.8364, 3.2311, 0.0639], [1.8167, 3.8444, 1.3675], [1.6853, 4.5532, -0.2383], [-2.1890, 4.2622, -0.3697], [-0.8895, 4.7231, -1.4635], [-0.6755, 4.8622, 0.2778], [2.3378, 0.2233, 1.1406], [-2.8831, 1.2466, -1.3716], [-0.8759, 0.1051, 2.3785], [-0.2656, 0.7720, 2.7515], [-1.7716, 0.3267, 2.6965], [-1.6669, -0.3660, -3.0457], [-1.4748, -1.3558, -2.6091], [-0.8654, 0.3487, -2.7860], [-1.7626, -0.4814, -4.1495], [1.8211, -1.0557, -3.2358], [2.0782, -0.2320, -2.7716], [1.6231, -1.6442, -2.4729], [2.7993, -2.9699, 1.3891], [2.0367, -3.9664, 2.0067], [0.6567, -3.9517, 1.7965], [0.0780, -2.9309, 1.0298], [0.8199, -1.8912, 0.5379], [2.1756, -1.9854, 0.6081], [-1.3595, -2.8736, 0.7496], [-2.2756, -3.9076, 1.0281], [-3.6182, -3.7677, 0.6653], [-4.0071, -2.5837, 0.0253], [-3.0757, -1.5687, -0.1761], [-1.7844, -1.6980, 0.1931], [3.8845, -2.9312, 1.4877], [2.5110, -4.7344, 2.6196], [-0.0180, -4.6818, 2.2346], [2.7502, -1.2609, 0.0218], [-1.8834, -4.7907, 1.5149], [-4.3455, -4.5621, 0.8589], [-5.0218, -2.4170, -0.3181], [-3.3549, -0.6409, -0.6777]],
  "forces_ev_per_angstrom": [[-0.388, 0.096, -0.565], [0.768, -0.548, 0.423], [1.233, 0.546, -0.753], [-0.358, 1.296, 1.238], [0.185, -0.040, -0.701], [0.280, -1.218, -0.299], [-0.646, -0.409, -0.327], [-0.024, -1.227, 0.547], [-0.175, -1.165, 0.288], [0.471, 0.872, -0.245], [-0.173, 0.704, 0.038], [-0.244, 0.138, 0.056], [-0.049, -0.247, -0.263], [-0.049, -0.315, 0.036], [0.223, -0.308, -0.072], [0.039, -0.222, 0.138], [0.014, -0.103, -0.151], [-0.158, 0.982, -0.079], [0.580, 0.806, 0.756], [-0.008, 0.469, 0.564], [-0.501, -0.323, -0.160], [0.565, -0.029, -0.151], [-0.409, 0.393, -1.125], [-0.186, 0.383, -0.003], [-0.338, -0.421, -0.215], [0.476, 0.007, 0.782], [-0.101, 0.154, 1.538], [-0.122, -0.443, -0.588], [0.143, 0.322, -0.870], [0.098, 0.303, -0.492], [-0.343, 0.428, -0.231], [0.011, 0.276, -0.233], [1.270, 0.624, 0.485], [0.293, -0.946, -0.562], [-0.960, -0.642, 0.788], [-1.630, 0.757, -0.236], [0.483, 0.593, -0.268], [0.298, 0.362, -0.136], [0.217, -0.100, 0.077], [0.189, -0.669, 0.275], [-0.907, -0.661, 0.202], [-0.303, -0.180, -0.054], [-0.186, 0.267, -0.177], [0.441, -0.047, -0.030], [-0.161, -0.155, 0.362], [-0.358, -0.108, -0.115], [0.355, 0.310, -0.050], [0.061, -0.144, 0.122], [0.086, -0.418, 0.435]]
}

No. 4
{
  "formula": "C15H24N2O",
  "method": "wB97M-V/def2-TZVPD",
  "fmax_ev_per_a": 1.22,
  "gap_ha": 0.3497,
  "lumo_energy_ev": 0.6,
  "de_lowest_kcal_mol": 53.1,
  "smiles": "CCCCCCCCC/C(=N\\O)c1ccccn1",
  "total_charge": 0,
  "homo_energy_ev": -8.9,
  "symbols": ["C", "C", "C", "C", "C", "C", "C", "C", "C", "C", "N", "O", "C", "C", "C", "C", "C", "N", "H", "H", "H", "H", "H", "H", "H", "H", "H", "H", "H", "H", "H", "H", "H", "H", "H", "H", "H", "H", "H", "H", "H", "H"],
  "positions_angstrom": [[3.5229, 1.9475, 1.8278], [2.9719, 1.6300, 0.4427], [3.9794, 0.8843, -0.4363], [4.2097, -0.5793, -0.0287], [3.5317, -1.5877, -0.9598], [2.0030, -1.5364, -0.9299], [1.4107, -2.1566, 0.3392], [0.0599, -1.5525, 0.7157], [-1.0006, -1.7410, -0.3749], [-2.2361, -0.9695, -0.0310], [-3.3348, -1.4578, 0.3907], [-3.3906, -2.8414, 0.5360], [-2.1834, 0.4923, -0.1707], [-3.2562, 1.3066, 0.2005], [-3.1362, 2.6752, 0.0482], [-1.9551, 3.1934, -0.4633], [-0.9471, 2.3030, -0.8018], [-1.0537, 0.9966, -0.6643], [2.7815, 2.4821, 2.4181], [4.4132, 2.5687, 1.7507], [3.7892, 1.0383, 2.3612], [2.0586, 1.0427, 0.5435], [2.7068, 2.5694, -0.0498], [4.9265, 1.4275, -0.3974], [3.6359, 0.9146, -1.4725], [5.2812, -0.7913, -0.0330], [3.8585, -0.7352, 0.9914], [3.8579, -2.5954, -0.6888], [3.8732, -1.3984, -1.9807], [1.6772, -0.4998, -1.0147], [1.6220, -2.0707, -1.8028], [1.3093, -3.2364, 0.2085], [2.0919, -1.9941, 1.1769], [0.1877, -0.4827, 0.8929], [-0.2973, -2.0077, 1.6431], [-0.6159, -1.3548, -1.3180], [-1.2471, -2.7984, -0.4792], [-4.2939, -3.0083, 0.8387], [-4.1492, 0.8523, 0.5963], [-3.9492, 3.3314, 0.3249], [-1.8201, 4.2556, -0.5955], [-0.0036, 2.6507, -1.2037]],
  "forces_ev_per_angstrom": [[-0.164, -0.025, -0.161], [0.243, 0.076, -0.021], [-0.157, -0.033, 0.141], [0.066, -0.025, -0.261], [-0.094, 0.065, 0.074], [0.228, -0.234, 0.078], [-0.137, 0.271, -0.033], [0.072, -0.212, -0.013], [-0.022, -0.154, 0.179], [0.033, -1.219, -0.030], [-0.649, 0.301, 0.207], [0.487, 0.110, -0.174], [-0.367, 0.813, 0.077], [0.135, 0.002, -0.045], [0.086, -0.081, -0.031], [0.009, -0.095, 0.002], [-0.034, 0.524, -0.041], [0.036, -0.546, -0.015], [-0.008, 0.039, 0.124], [0.104, 0.066, 0.033], [0.054, -0.078, 0.116], [-0.127, -0.011, -0.059], [-0.105, -0.010, -0.009], [0.011, 0.051, -0.072], [0.052, 0.015, -0.088], [-0.016, -0.030, 0.110], [0.059, -0.031, 0.139], [0.028, -0.067, -0.069], [0.075, -0.043, -0.017], [-0.118, 0.104, -0.093], [-0.078, 0.101, -0.044], [0.065, -0.069, 0.040], [0.052, -0.071, 0.044], [0.027, -0.035, 0.068], [-0.046, 0.054, 0.024], [-0.017, -0.061, -0.028], [0.031, 0.055, -0.067], [0.241, 0.269, -0.097], [-0.082, -0.017, 0.035], [-0.051, 0.024, 0.020], [0.039, 0.078, -0.018], [0.039, 0.127, -0.026]]
}

No. 5
{
  "formula": "C15H24N4O2S",
  "method": "wB97M-V/def2-TZVPD",
  "fmax_ev_per_a": 1.71,
  "gap_ha": 0.3549,
  "lumo_energy_ev": 0.6,
  "de_lowest_kcal_mol": 26.0,
  "smiles": "Cc1nnc(NC(=O)CCC(=O)NC2CCCCCCC2)s1",
  "total_charge": 0,
  "homo_energy_ev": -9.0,
  "symbols": ["C", "C", "N", "N", "C", "N", "C", "O", "C", "C", "C", "O", "N", "C", "C", "C", "C", "C", "C", "C", "C", "S", "H", "H", "H", "H", "H", "H", "H", "H", "H", "H", "H", "H", "H", "H", "H", "H", "H", "H", "H", "H", "H", "H", "H", "H"],
  "positions_angstrom": [[-3.2881, -3.1979, -1.6930], [-3.0118, -1.8633, -1.1201], [-2.6068, -0.8535, -1.8002], [-2.4093, 0.2502, -1.0861], [-2.6601, 0.0899, 0.1692], [-2.4865, 1.0705, 1.1049], [-2.5466, 0.8103, 2.4484], [-2.9165, -0.2614, 2.8743], [-2.0549, 1.9482, 3.3156], [-0.5292, 1.8095, 3.4798], [0.0915, 1.7416, 2.0893], [-0.1128, 2.6119, 1.2605], [0.7905, 0.6275, 1.8234], [1.2592, 0.2962, 0.4839], [0.8591, -1.1527, 0.1987], [1.4130, -1.7497, -1.0920], [0.9622, -1.0784, -2.3880], [1.4691, 0.3458, -2.6513], [2.9299, 0.6142, -2.2639], [3.1245, 1.3421, -0.9306], [2.7652, 0.5674, 0.3389], [-3.1963, -1.5189, 0.6016], [-4.3281, -3.4724, -1.5236], [-3.0881, -3.1769, -2.7606], [-2.6585, -3.9494, -1.2190], [-2.0758, 1.9364, 0.7677], [-2.5386, 1.8890, 4.2903], [-2.2815, 2.9053, 2.8461], [-0.1460, 2.6868, 4.0029], [-0.2955, 0.9167, 4.0599], [0.9408, -0.0583, 2.5473], [0.7110, 0.9757, -0.1715], [-0.2306, -1.2146, 0.1805], [1.2083, -1.7730, 1.0321], [2.5018, -1.7683, -1.0474], [1.0821, -2.7915, -1.1310], [1.3067, -1.7172, -3.2061], [-0.1289, -1.0634, -2.4253], [0.8235, 1.0712, -2.1586], [1.3546, 0.5206, -3.7236], [3.4966, -0.3182, -2.2654], [3.3762, 1.2518, -3.0311], [2.5397, 2.2645, -0.9463], [4.1782, 1.6257, -0.8571], [3.3275, -0.3664, 0.3855], [3.0794, 1.1764, 1.1908]],
  "forces_ev_per_angstrom": [[-0.059, -0.182, -0.008], [-0.170, 0.062, 0.960], [-0.107, -0.966, -1.173], [0.338, 1.505, 0.748], [-0.332, -1.130, 0.173], [-0.094, 0.335, -0.067], [-0.057, 0.592, 0.034], [-0.049, -0.189, 0.328], [0.105, -0.136, 0.086], [-0.053, 0.144, -0.182], [0.201, -0.206, 0.615], [-0.086, 0.483, -0.230], [0.034, -0.278, -0.017], [0.051, -0.037, -0.039], [0.078, 0.063, -0.194], [-0.212, 0.088, 0.019], [0.050, 0.013, 0.083], [0.076, -0.145, -0.096], [-0.110, 0.265, -0.006], [0.211, -0.291, -0.020], [-0.094, 0.300, -0.116], [0.231, 0.246, -0.987], [-0.050, -0.093, -0.053], [0.006, -0.005, -0.038], [0.011, -0.109, -0.040], [0.038, -0.093, 0.124], [-0.036, -0.011, -0.111], [0.009, -0.004, 0.039], [0.044, -0.051, -0.026], [0.002, 0.019, 0.037], [-0.141, 0.101, 0.032], [0.055, -0.109, 0.078], [-0.066, -0.025, 0.072], [-0.023, -0.013, 0.075], [0.083, -0.101, 0.006], [0.103, -0.013, 0.018], [-0.048, -0.002, -0.044], [-0.028, -0.093, -0.074], [-0.066, 0.089, -0.043], [-0.061, 0.072, 0.039], [0.114, -0.049, -0.044], [0.049, -0.071, -0.012], [0.003, 0.084, 0.007], [-0.026, 0.087, 0.008], [0.077, -0.070, 0.048], [0.000, -0.077, -0.009]]
}